Below is 22 unconnected molecules or ions with the total composition C36H74Cl42FN5O3P at a distorted geometry, with properties calculated with the ωB97M-V functional and the def2-TZVPD basis.

Values from the calculation:
HOMO-LUMO gap: 8.70 eV
relative energy (zero: lowest compared OMol25 entry of this formula, charge and spin): 325.6 kJ/mol
net charge: +1
max |F|: 0.1152 Eh/bohr
LUMO energy: -2.370 eV
2S+1: 1
energy: -21684.38098 Eh
HOMO: -11.07 eV

Each line ends with the Mulliken charge.
Geometry (Å):
Cl 3.59314 -0.49322 -3.58927  0.01
Cl 10.91251 2.97956 -2.03003  -0.10
Cl 13.79889 3.35122 -2.21825  -0.14
Cl 6.16791 1.93075 0.29775  -0.07
Cl 4.87932 -8.65719 -6.56385  -0.13
Cl -3.29546 2.64438 -5.88607  -0.15
Cl 7.93010 -1.30530 0.22612  -0.16
Cl 1.66678 -8.29006 -3.17353  -0.19
Cl 2.18170 3.39002 4.59151  -0.14
Cl 1.18269 6.35055 8.54597  -0.17
Cl 3.71328 -3.97332 -2.96398  -0.12
Cl 4.02594 0.38269 -0.93728  -0.09
Cl -9.45054 -2.56397 -3.72496  -0.08
Cl 6.52552 7.35878 0.63098  -0.16
Cl -0.40753 4.63360 6.80312  -0.13
Cl 7.75560 4.83207 -0.15380  -0.10
Cl -12.67488 1.99580 2.44677  -0.17
Cl 8.03824 -11.46794 -6.98458  -0.15
Cl -9.98453 0.95404 2.00665  -0.08
Cl 3.65652 0.99073 5.35522  -0.16
Cl 1.78212 -13.16430 -2.22190  -0.15
Cl -0.21525 -12.27565 -0.29044  -0.16
Cl -7.62820 -6.60224 -0.22934  -0.13
Cl -4.76560 -6.15158 -0.57465  -0.13
Cl -9.66704 2.67177 5.81717  -0.14
Cl 12.61773 5.31694 0.48368  -0.05
Cl 10.47133 -0.94281 -1.15767  -0.16
Cl 2.22545 8.00032 4.70048  -0.15
Cl 14.42670 7.82652 -0.59719  -0.15
Cl -3.63274 7.15819 4.45078  -0.18
Cl -1.86101 4.41204 -4.06007  -0.15
Cl 3.46952 -6.10976 -6.76939  -0.18
Cl 2.64744 0.30893 -6.23123  -0.16
Cl 8.23201 -10.86036 -9.83022  -0.15
Cl 13.48777 8.63727 -3.23808  -0.17
Cl -0.32876 -7.39560 -1.24109  -0.15
Cl 3.51613 -4.60591 -0.12141  -0.18
Cl -0.94224 6.13063 3.99450  -0.11
Cl -7.00024 -2.13662 -5.25104  -0.14
Cl 12.41391 4.68044 3.32350  -0.16
Cl 4.45668 9.56359 5.74665  -0.15
Cl -7.43705 4.24707 6.84667  -0.13
P -6.85964 1.91248 3.44117  0.26
F -3.56485 1.07731 3.65381  -0.37
O -3.64691 -0.37933 -2.22191  -0.38
O 0.17692 -0.85884 1.10245  -0.31
O -1.75024 1.03921 -0.75487  -0.25
N -7.15796 0.55747 4.26320  -0.60
N -5.66896 0.04662 -0.97775  0.27
N -7.12583 0.59578 0.79653  -0.02
N -4.99777 0.64420 0.04842  0.16
N -5.47925 1.60059 2.32066  0.15
C 12.47104 2.18693 -2.28748  -0.32
C 1.15645 -11.79476 -1.29652  -0.02
C 1.05769 5.61085 6.94488  0.31
C -7.39327 -3.18980 -1.33348  -0.20
C 2.13232 1.87273 5.49908  -0.25
C -8.33028 -2.30174 0.89330  -0.99
C 8.71753 -0.75312 -1.25763  -0.11
C 1.04192 -6.91784 -2.24896  0.15
C 1.22910 -3.07852 1.79722  -0.74
C 0.09204 -2.29112 0.97263  -0.26
C 4.03851 -7.37968 -5.67814  0.17
C -3.84338 3.43327 3.13669  -1.34
C -5.07843 -0.41074 -2.26301  -0.30
C -7.01235 -0.00624 -0.48732  -0.44
C 7.85198 -10.22342 -8.22600  0.00
C -5.79654 1.00693 1.15565  0.42
C -2.18099 6.48796 5.20669  -0.39
C -1.66461 1.02890 -2.19089  -0.53
C -8.26165 -0.63384 -1.21124  -0.39
C 6.64479 5.62795 0.96701  -0.32
C 0.39728 -0.20069 -0.15794  0.74
C 3.16252 8.42796 6.13993  -0.25
C -3.18274 0.92860 -2.70731  -0.24
C -8.76403 -1.99912 -5.25289  -0.35
C -8.74290 3.12677 7.25452  -0.42
C 4.83698 0.80537 0.57833  -0.41
C 14.03355 7.28897 -2.23368  -0.02
C -0.45494 1.15669 -0.12631  -0.73
C -11.22568 1.33226 3.20910  0.20
C -4.07661 1.94641 2.62036  1.28
C -6.06340 -7.35252 -0.56658  -0.31
C 3.32758 -3.35300 -1.35431  0.12
C 3.20169 -1.03567 -5.22655  -0.44
C -8.48184 -2.15133 -0.71059  0.02
C -1.85639 3.64547 -5.65330  -0.19
C 12.23657 5.93732 2.09306  -0.32
H 8.48351 0.29881 -1.41187  0.15
H 2.41360 -1.78404 -5.17176  0.26
H -9.41091 3.60638 7.96690  0.36
H 13.24051 6.54497 -2.17958  0.06
H -11.49145 0.42134 3.74169  0.35
H -2.95070 3.85256 2.55115  0.35
H 1.31908 -2.58966 2.81948  0.29
H 8.52623 -9.39879 -8.00411  0.28
H 4.09211 -1.46978 -5.67672  0.33
H -3.81368 1.75603 -2.23966  0.42
H -9.16493 -2.60208 -6.06494  0.35
H -6.37678 -2.68609 -1.22201  -0.05
H -9.50633 -2.56515 -0.96026  0.48
H 3.18294 -7.80891 -5.16213  -0.11
H 14.92164 6.85009 -2.68385  0.26
H -7.62620 -3.52962 -2.40041  0.30
H 12.91426 6.75690 2.32477  0.26
H -8.03916 2.18192 2.67097  0.00
H 4.11573 1.27015 1.24801  0.28
H 5.65868 5.17920 0.86416  0.26
H -0.90636 -2.61008 1.43493  0.27
H 5.23126 -0.10172 1.03258  0.23
H -8.68823 -3.30559 1.27277  0.43
H 0.09420 2.05679 -0.54641  0.34
H -7.19905 -2.27389 1.09299  0.26
H -1.78475 7.21130 5.91676  0.39
H -8.31366 2.22982 7.69651  0.29
H -5.40712 0.30144 -3.10055  0.26
H 0.95366 -4.18437 1.90446  0.32
H 3.99724 -2.52703 -1.12237  0.17
H 12.46869 1.71125 -3.26602  0.35
H 0.83233 -11.01922 -1.98851  0.07
H -5.39193 -1.44968 -2.58284  0.20
H 2.21450 -3.00670 1.20940  -0.04
H -5.85422 -8.09355 0.20205  0.30
H -4.70507 4.14337 2.95568  0.38
H -0.97160 3.01802 -5.74109  0.18
H 1.83426 -6.53335 -1.60930  -0.04
H -6.59902 3.01106 4.31843  -0.02
H 0.71853 -6.14378 -2.94221  0.23
H 6.82165 -9.86921 -8.22134  0.03
H 8.34562 -1.34083 -2.09442  0.28
H -1.15219 0.09126 -2.59780  0.24
H 1.92392 4.97401 6.78082  0.25
H 2.29624 -3.00397 -1.35063  0.05
H 1.32761 1.25372 5.10776  0.28
H -8.77723 -1.42602 1.46179  0.01
H -3.25988 0.96286 -3.84082  0.15
H 7.00936 5.48953 1.98288  0.32
H 12.61772 1.43699 -1.51289  0.22
H 3.60106 7.52358 6.55753  0.27
H 1.02963 6.39617 6.19374  -0.23
H 0.12866 -2.67802 -0.09274  0.20
H -3.41258 1.75204 1.71321  -0.61
H -1.14596 1.93950 -2.62460  0.21
H -0.65511 1.37331 0.98257  0.26
H 0.05969 -0.78660 -1.06804  0.22
H 2.49879 8.88723 6.86973  0.30
H -7.06803 0.76124 5.27031  0.24
H 1.95007 2.09484 6.54890  0.27
H -9.18885 -0.05228 -0.88854  0.25
H -7.37992 -4.07544 -0.60542  -0.17
H -2.44441 5.57141 5.72401  0.26
H 4.72317 -6.94237 -4.95393  0.25
H -3.98294 0.78888 -0.01233  0.41
H -9.03702 -0.95591 -5.39856  0.27
H 1.94734 -11.41036 -0.65564  0.26
H 1.48868 0.09898 -0.28602  -0.41
H -1.83761 4.41938 -6.41772  0.33
H 11.20897 6.29506 2.09904  0.26
H -8.19387 -0.60169 -2.34609  0.21
H -3.49277 3.40029 4.22151  0.31
H -6.10547 -7.83343 -1.54160  0.30
H -10.82591 2.06615 3.90672  -0.27